1.
DFT (ωB97M-V/def2-TZVPD) results for C13H9LaN2O5Se as an isolated structure in a non-equilibrium geometry.

Last column: Mulliken charge in e.
Atoms and positions in Å:
H  -2.59  -2.14  5.76  0.34
C  1.91  0.53  5.79  -0.72
La  0.06  -1.56  0.92  1.39
H  -0.30  1.74  8.06  0.50
H  -2.96  -0.82  4.55  0.37
H  2.95  0.55  5.43  0.40
O  -0.18  1.94  2.03  -0.15
Se  -0.20  -3.62  2.95  -0.20
C  2.15  -0.33  1.48  0.24
C  1.36  1.29  6.84  -0.56
N  -0.95  -1.36  4.66  0.52
O  0.09  0.70  -4.86  -0.21
C  0.13  0.67  -2.30  0.29
H  -0.03  -0.91  -0.69  -0.14
C  -2.30  -1.74  4.72  -0.97
C  0.99  -0.32  5.09  0.20
C  -2.10  -0.31  0.76  0.30
H  -2.55  -2.50  3.99  0.35
C  0.10  0.35  -3.70  0.39
H  2.06  1.95  7.40  0.39
C  -0.89  0.37  6.50  -0.80
C  -0.33  -0.34  5.45  0.80
C  -0.01  1.18  7.25  -0.74
H  -1.90  0.25  6.78  0.55
N  1.21  -1.33  4.17  0.17
O  3.04  0.34  1.82  -0.13
C  0.02  -2.01  3.92  -0.65
H  2.13  -1.65  3.84  0.42
O  -3.03  0.40  0.76  -0.17
C  -0.08  0.87  1.58  0.22
O  0.28  1.79  -1.81  -0.42

Properties
Kohn-Sham gap (alpha / beta)	4.235 / 4.219	eV
total charge	+2
relative energy (zero: lowest compared OMol25 entry of this formula, charge and spin)	7.530	eV
calculated total energy	-93025.4269	eV

2.
DFT (ωB97M-V/def2-TZVPD) results for C5H6N as an isolated structure in a non-equilibrium geometry.

Last column: Mulliken charge in e.
Atoms and positions in Å:
C  -0.20  0.21  -0.35  0.29
H  -2.10  -0.31  -1.37  0.26
C  1.15  0.83  -0.02  -0.41
N  1.66  -0.55  -0.03  -0.07
H  2.54  -0.96  0.24  0.20
C  -1.10  -0.80  0.56  -0.14
C  -1.68  0.08  -0.45  -0.39
H  1.56  1.49  -0.78  0.26
H  -1.23  -1.08  1.59  0.38
H  -2.30  0.87  -0.03  0.26
C  0.48  -1.06  -0.34  0.04
H  1.22  1.28  0.97  0.29

Properties
Kohn-Sham gap	8.562	eV
total charge	+1
relative energy (zero: lowest compared OMol25 entry of this formula, charge and spin)	6.526	eV
calculated total energy	-6758.6519	eV

3.
DFT (ωB97M-V/def2-TZVPD) results for C30H45BrN2P2Pb as an isolated structure in a non-equilibrium geometry.

Last column: Mulliken charge in e.
Atoms and positions in Å:
H  -4.23  -3.54  2.99  0.48
H  -2.97  -4.10  -5.89  0.40
H  5.67  1.98  -1.94  0.43
C  -2.52  -3.29  -3.95  -0.38
C  4.02  -0.27  2.29  -0.66
H  5.51  -0.39  3.82  0.41
H  -1.69  6.44  1.66  0.38
H  -4.34  -4.01  -1.15  0.34
H  -0.14  4.49  1.32  0.34
H  0.52  0.38  -2.79  0.60
C  -4.04  -3.99  -2.19  -0.41
C  0.41  -1.77  -0.13  -0.41
H  -2.56  1.89  0.83  -0.16
Pb  -2.77  -0.32  -1.13  1.14
C  -2.90  -3.26  -2.60  0.10
C  3.96  -3.11  0.44  -1.13
C  -1.89  -0.62  2.16  0.21
C  -2.13  -2.48  -1.62  -0.19
H  5.59  1.36  0.47  0.59
H  -1.13  -1.28  -3.16  0.65
H  -1.64  -2.76  -4.34  0.36
C  -0.50  3.35  -1.11  0.80
H  -2.11  -2.86  -0.59  0.96
H  -4.56  3.59  1.32  0.36
C  -4.73  -4.71  -3.17  -0.47
H  6.12  0.30  2.30  0.36
C  2.00  0.07  0.32  1.59
H  5.83  -1.47  2.44  0.34
H  2.32  1.39  -1.44  0.68
H  2.89  -3.29  0.45  0.21
C  4.72  1.17  -0.18  -0.63
C  0.51  4.46  -1.43  -1.51
H  -1.31  3.40  2.08  0.22
H  1.22  4.10  -2.19  0.43
P  3.83  -0.23  0.50  1.06
C  -3.54  -2.15  1.52  -0.14
C  -1.21  4.30  1.47  -0.13
H  -4.97  3.43  -0.41  0.41
H  -2.87  5.37  2.45  0.32
H  5.40  -1.74  -0.43  0.54
H  -1.25  -0.63  4.19  0.49
C  -4.49  2.93  0.44  -1.43
H  0.02  5.36  -1.83  0.42
C  -1.91  -1.10  3.46  -1.11
H  4.04  2.03  -0.05  0.38
H  -1.27  5.63  3.18  0.39
H  -2.79  -2.55  4.82  0.49
C  -2.76  -2.16  3.80  -0.32
H  -0.04  2.57  -0.49  -0.72
H  3.87  -1.78  -1.28  0.48
C  0.02  -1.14  -1.33  0.03
C  0.77  -0.04  -1.81  -0.61
C  -3.28  -4.07  -4.84  -0.49
C  5.19  1.05  -1.63  -1.19
H  3.36  -1.06  2.69  0.41
H  4.36  0.85  -2.32  0.29
H  4.44  -3.94  -0.11  0.46
H  1.11  4.75  -0.56  0.36
C  4.31  -1.79  -0.27  -0.72
C  -3.57  -2.70  2.80  -0.84
H  -0.88  2.91  -2.05  0.47
H  -5.64  -5.26  -2.91  0.40
H  4.36  -3.15  1.46  0.30
H  3.62  0.69  2.64  0.39
P  -1.97  4.00  -0.20  0.33
C  -3.04  2.56  0.09  0.72
C  5.46  -0.47  2.72  -1.29
C  1.30  -1.18  0.70  -1.79
Br  1.30  1.53  1.55  0.19
H  -4.18  -2.54  0.72  0.51
H  1.45  -1.56  1.72  0.45
H  5.94  0.25  -1.74  0.37
H  -0.01  -2.76  0.10  0.74
H  -5.08  2.03  0.66  0.36
C  -1.80  5.50  2.23  -1.35
N  -2.72  -1.12  1.20  0.07
C  -1.13  -1.55  -2.10  -0.38
H  -1.19  0.17  1.85  0.37
H  -3.04  2.13  -0.94  -0.04
C  1.77  0.51  -1.07  -1.70
N  -4.37  -4.73  -4.47  -0.42

Properties
Kohn-Sham gap (alpha / beta)	5.060 / 5.099	eV
total charge	+4
calculated total energy	-128645.4858	eV

4.
DFT (ωB97M-V/def2-TZVPD) results for C29H36CrN8 as an isolated structure in a non-equilibrium geometry.

Last column: Mulliken charge in e.
Atoms and positions in Å:
H  1.56  3.46  -0.98  0.36
C  -0.23  2.53  -5.08  0.83
N  -0.43  -0.76  -2.43  1.19
C  2.72  -0.68  2.57  -2.08
N  -0.82  -1.60  6.56  -0.53
C  -2.77  -3.82  3.25  -0.77
H  3.35  -1.27  1.89  0.49
H  1.14  -2.55  0.79  0.29
H  -2.59  0.81  -1.69  0.12
C  0.41  2.01  1.28  0.68
C  2.03  -0.31  -3.96  -1.87
C  -0.45  -2.10  -2.84  -1.01
C  1.91  0.30  1.80  0.48
H  2.89  -1.01  -0.80  0.22
H  1.81  2.23  4.07  0.29
H  -3.45  -4.21  4.02  0.36
H  -2.27  2.90  -4.51  0.33
H  -1.36  2.88  2.09  0.39
C  -0.40  -2.86  -1.73  -0.43
H  -3.48  1.63  -3.00  0.44
H  1.68  1.98  -1.97  0.20
C  1.00  1.26  2.36  0.81
H  -0.87  -4.80  0.61  0.34
C  -2.28  -4.65  2.25  -0.62
C  -2.74  0.85  -2.77  -1.46
C  -0.16  3.71  -5.99  -1.47
H  -1.01  3.72  -6.69  0.35
H  2.08  -0.84  -3.00  0.14
C  0.94  1.61  3.80  -1.76
C  -0.45  -0.67  -1.07  -0.74
C  -2.45  -2.47  3.27  0.19
C  -1.65  0.17  3.28  -1.01
C  3.11  0.02  -0.47  -2.09
H  -0.06  4.05  1.80  0.27
N  -1.28  -0.67  2.15  0.77
H  -3.17  -0.11  -3.10  0.29
H  4.06  -0.01  0.09  0.42
C  1.11  2.47  -1.17  -1.70
C  0.87  1.68  -4.92  -0.83
N  -1.42  -0.13  4.46  -0.62
H  1.79  1.89  -5.47  0.29
H  -0.19  4.66  -5.44  0.29
C  -1.31  -4.17  1.38  -0.61
H  3.25  0.64  -1.37  0.40
Cr  0.08  -0.06  0.79  -0.69
H  -2.12  1.10  2.86  -0.04
N  0.24  -1.90  5.46  -0.63
H  -1.22  -0.69  6.26  0.40
H  0.09  2.61  -1.52  0.15
N  -1.56  -2.00  2.34  0.39
H  2.09  -1.36  3.15  0.19
H  -0.49  -2.37  -3.88  0.57
N  -0.33  -1.98  -0.66  0.60
H  -0.38  -3.92  -1.59  0.47
C  1.13  1.66  0.08  1.64
C  -0.89  -2.85  1.51  0.23
C  -1.47  1.18  -3.49  1.38
C  0.82  0.58  -4.07  0.87
H  3.39  -0.15  3.28  0.37
H  -0.99  3.39  0.44  0.36
H  -0.23  -1.43  7.37  0.31
C  -1.39  2.26  -4.37  -1.08
C  2.04  0.58  0.39  1.18
C  -0.35  0.36  -3.33  0.07
N  0.28  -2.17  4.34  0.48
C  -0.54  3.14  1.41  -2.06
C  0.10  -2.16  0.70  -0.61
H  2.06  -1.06  -4.77  0.37
H  0.77  3.69  -6.58  0.36
H  -2.82  -1.75  4.00  0.42
H  -2.64  -5.68  2.14  0.37
H  2.93  0.30  -4.06  0.47
H  0.96  0.71  4.43  0.36
H  0.04  2.18  4.03  0.47

Properties
2S+1	4
Kohn-Sham gap (alpha / beta)	4.982 / 4.744	eV
total charge	-1
calculated total energy	-70993.1991	eV

5.
DFT (ωB97M-V/def2-TZVPD) results for C39H35IN4O4ReS as an isolated structure in a non-equilibrium geometry.

Last column: Mulliken charge in e.
Atoms and positions in Å:
C  -1.35  0.02  -3.97  -1.52
H  0.71  -4.94  4.32  0.42
H  2.97  -4.59  3.50  0.47
O  -0.85  -0.66  2.01  -0.82
H  2.73  -2.37  0.13  0.33
C  -3.37  3.19  -2.08  -0.73
C  -2.54  7.16  1.60  -0.64
C  -2.59  2.32  -1.35  0.54
N  -1.12  0.44  -1.20  -0.52
H  3.19  -2.41  -2.74  0.55
H  -3.07  -2.04  2.23  0.26
H  1.28  -6.27  -4.24  0.40
C  -1.37  -4.92  -2.64  -0.98
H  -1.35  -3.16  -1.46  0.36
C  -3.49  3.02  -3.47  -0.86
H  2.80  -0.88  -1.95  0.36
H  -0.08  -1.64  -3.61  0.31
C  0.45  -3.99  3.88  -0.72
H  -2.42  -5.09  -2.46  0.41
C  -1.27  -2.59  3.26  0.71
C  -0.75  -3.82  -2.07  0.06
H  -4.12  3.69  -4.03  0.40
H  5.40  1.98  -0.04  0.39
H  2.82  -3.86  -0.81  0.52
C  -1.90  1.26  -2.00  -0.20
C  -2.85  2.00  -4.11  -0.99
C  2.37  -1.73  -2.47  -1.87
C  3.76  1.05  0.98  -0.13
I  0.13  2.73  2.63  0.07
C  -0.46  -0.56  -1.80  0.87
N  -0.86  -3.70  3.83  -0.67
O  -2.91  2.64  2.36  -0.60
C  -3.09  5.90  1.67  -0.70
C  2.87  -3.51  3.64  -1.16
C  -2.49  4.86  0.98  0.52
H  3.51  -3.02  2.90  0.30
O  -4.61  3.38  0.72  -0.64
C  1.35  -2.44  -1.57  2.97
C  -2.73  -2.28  3.24  -1.23
C  -1.40  7.39  0.83  -0.46
H  1.03  -0.69  -0.36  0.35
H  2.37  -4.32  -3.25  0.30
H  -3.98  5.70  2.26  0.43
C  2.51  1.22  1.58  0.02
H  -0.20  -1.90  -0.16  0.08
C  2.67  3.61  1.13  -0.62
C  -0.36  -1.67  2.66  0.10
N  1.68  0.21  1.98  0.43
H  -2.99  7.98  2.15  0.40
C  -1.36  5.07  0.20  0.06
H  3.15  -2.35  5.20  0.37
C  -0.82  6.34  0.13  -0.74
C  0.70  -5.58  -3.64  -0.93
C  -2.04  1.10  -3.39  1.07
H  4.18  0.05  0.91  0.44
H  -0.91  4.25  -0.34  0.44
C  1.03  -1.90  2.85  0.86
C  -0.59  -0.79  -3.18  -0.91
H  -2.94  -1.40  3.86  0.27
H  3.04  -1.03  2.90  0.58
C  -0.65  -5.81  -3.43  -0.43
H  -1.44  -0.17  -5.03  0.49
H  -0.98  8.38  0.78  0.39
H  0.06  6.52  -0.47  0.43
H  -3.89  3.99  -1.58  0.53
C  3.90  3.41  0.51  -0.51
C  1.42  -3.13  3.44  0.83
H  -2.96  1.85  -5.18  0.43
H  2.24  4.60  1.21  0.49
C  0.61  -3.58  -2.27  -0.13
H  4.43  4.25  0.07  0.40
C  1.32  -4.48  -3.07  -0.64
C  0.42  -1.40  -0.91  -0.34
H  -1.14  -6.67  -3.87  0.40
C  2.01  -0.87  2.56  -1.13
C  4.44  2.13  0.44  -0.86
C  2.00  2.52  1.64  0.00
H  1.93  -1.36  -3.40  0.35
Re  -1.26  0.89  0.88  0.60
C  2.14  -3.11  -0.42  -1.95
O  3.34  -3.26  4.96  -0.54
S  -3.22  3.23  1.07  0.94
H  1.45  -3.60  0.28  0.43
N  -2.37  2.33  0.01  0.61
H  -3.29  -3.13  3.63  0.37

Properties
2S+1	4
Kohn-Sham gap (alpha / beta)	6.380 / 5.789	eV
relative energy (zero: lowest compared OMol25 entry of this formula, charge and spin)	1.302	eV
calculated total energy	-76225.8685	eV

6.
DFT (ωB97M-V/def2-TZVPD) results for an isolated ion of composition C10H18N3 and charge +1 in a non-equilibrium geometry.

Last column: Mulliken charge in e.
Atoms and positions in Å:
C  0.63  -0.23  -0.26  2.48
H  1.29  0.67  -1.90  0.75
C  1.35  0.86  -0.92  -2.27
H  -3.27  2.28  0.50  0.38
H  0.67  -1.04  1.70  0.47
H  0.85  2.81  -1.63  0.43
H  0.99  -1.58  -1.93  0.44
H  -0.18  0.58  1.50  0.61
N  1.90  0.55  1.76  -0.02
H  0.95  -3.66  -0.63  0.46
C  0.43  -2.80  -0.33  -1.31
H  2.83  -0.01  1.69  0.39
H  1.56  0.62  2.78  0.47
H  -0.59  -2.87  -0.68  0.34
C  -3.88  0.09  0.37  -0.57
C  0.72  -0.09  1.23  -1.89
C  1.17  -1.61  -0.86  -0.87
H  -4.92  0.02  0.45  0.50
N  -1.73  0.73  0.25  -0.17
C  0.85  2.35  -0.69  -1.49
C  -1.97  -0.63  0.04  0.34
H  1.68  3.00  -0.27  0.54
H  -0.13  2.44  -0.37  0.33
C  -0.83  -0.30  -0.79  -0.69
H  0.32  -2.77  0.72  0.34
H  2.38  0.88  -0.70  0.71
C  -3.08  1.22  0.29  -0.36
H  -0.89  -0.27  -1.86  0.52
N  -3.22  -1.07  0.06  -0.61
H  1.87  1.44  1.24  0.32
H  2.27  -1.59  -0.76  0.47

Properties
Kohn-Sham gap	8.420	eV
total charge	+1
relative energy (zero: lowest compared OMol25 entry of this formula, charge and spin)	6.384	eV
calculated total energy	-15121.1409	eV